{
  "formula": "C15H50N10O14",
  "method": "the ωB97M-V functional and the def2-TZVPD basis",
  "e_tot_ha": -2202.4025,
  "largest_force_ev_per_a": 7.47,
  "smiles": "NC(N)=O.NC(N)=O.NC(N)=O.NC(N)=O.NC(N)=O.OCCO.OCCO.OCCO.OCCO.CCO",
  "orbital_gap_ha": 0.3230,
  "multiplicity": 1,
  "lumo_energy_ev": -0.46,
  "symbols": ["C", "O", "N", "N", "H", "H", "H", "H", "C", "O", "N", "N", "H", "H", "H", "H", "C", "O", "N", "N", "H", "H", "H", "H", "C", "O", "N", "N", "H", "H", "H", "H", "C", "O", "N", "N", "H", "H", "H", "H", "C", "C", "O", "H", "H", "H", "H", "H", "H", "C", "C", "O", "O", "H", "H", "H", "H", "H", "H", "C", "C", "O", "O", "H", "H", "H", "H", "H", "H", "C", "C", "O", "O", "H", "H", "H", "H", "H", "H", "C", "C", "O", "O", "H", "H", "H", "H", "H", "H"],
  "positions_angstrom": [[-0.39, 2.94, 2.19], [-1.52, 2.68, 2.04], [-0.06, 4.04, 2.75], [0.58, 2.20, 1.89], [0.85, 4.13, 3.19], [-0.81, 4.68, 2.94], [0.48, 1.25, 1.55], [1.50, 2.44, 2.23], [4.33, -0.17, 1.83], [4.66, -0.40, 0.66], [5.10, 0.27, 2.76], [3.12, -0.30, 2.27], [4.73, 0.40, 3.69], [6.02, 0.62, 2.53], [2.86, 0.42, 2.92], [2.43, -0.68, 1.64], [3.46, 1.28, -3.08], [4.39, 2.03, -2.93], [3.31, 0.05, -2.67], [2.41, 1.60, -3.81], [3.97, -0.21, -1.95], [2.69, -0.71, -2.93], [2.21, 2.56, -4.03], [1.82, 0.82, -4.07], [-0.51, -0.95, 4.07], [-0.36, -0.76, 2.88], [-1.51, -1.51, 4.71], [0.24, -0.41, 4.94], [-1.52, -1.68, 5.70], [-2.28, -1.93, 4.21], [0.04, -0.69, 5.88], [1.05, 0.11, 4.65], [-1.13, -4.31, 0.14], [-0.52, -5.24, 0.69], [-1.38, -3.15, 0.62], [-1.82, -4.44, -0.97], [-2.28, -2.77, 0.36], [-0.82, -2.73, 1.34], [-1.54, -5.24, -1.53], [-2.09, -3.63, -1.52], [-0.86, 0.12, -1.05], [0.65, -0.04, -1.02], [0.98, -0.63, 0.17], [-1.26, -0.88, -0.86], [-1.29, 0.41, -2.00], [-1.35, 0.74, -0.30], [1.17, 0.91, -1.18], [0.98, -0.71, -1.80], [0.25, -0.43, 0.76], [-1.14, 3.61, -2.26], [0.12, 3.90, -1.40], [0.16, 5.06, -0.66], [-1.15, 4.50, -3.35], [-2.05, 3.49, -1.67], [-0.88, 2.62, -2.63], [0.90, 3.86, -2.17], [0.25, 3.03, -0.76], [1.05, 5.18, -0.32], [-0.33, 4.38, -3.83], [4.24, -3.48, -0.53], [2.75, -3.57, -0.61], [2.16, -4.04, -1.79], [4.88, -2.35, -1.24], [4.60, -4.43, -0.94], [4.62, -3.45, 0.49], [2.36, -2.62, -0.25], [2.45, -4.26, 0.18], [2.46, -3.56, -2.56], [5.10, -1.62, -0.66], [-4.56, 0.84, 2.73], [-4.28, 1.26, 4.13], [-3.52, 2.39, 4.06], [-3.46, 0.60, 1.94], [-5.18, 1.61, 2.28], [-5.12, -0.08, 2.92], [-3.83, 0.43, 4.66], [-5.19, 1.46, 4.71], [-2.85, 2.32, 3.38], [-2.88, 1.36, 1.83], [-3.24, -1.43, -5.30], [-3.56, -0.38, -4.21], [-3.46, -0.97, -2.99], [-1.93, -1.66, -5.41], [-3.57, -1.09, -6.28], [-3.74, -2.39, -5.17], [-4.62, -0.13, -4.30], [-2.87, 0.44, -4.39], [-3.83, -0.35, -2.36], [-1.86, -2.55, -5.75]],
  "lowdin_charge": [-0.847, 0.080, 0.197, 0.227, 0.118, 0.139, 0.086, 0.121, -0.745, 0.028, 0.178, 0.185, 0.115, 0.132, 0.092, 0.086, -0.780, 0.045, 0.174, 0.149, 0.092, 0.106, 0.106, 0.105, -0.767, 0.042, 0.179, 0.174, 0.116, 0.125, 0.118, 0.115, -0.771, 0.019, 0.171, 0.152, 0.120, 0.099, 0.114, 0.099, -0.057, -0.322, -0.097, 0.064, 0.061, 0.075, 0.095, 0.100, 0.026, -0.230, -0.276, -0.033, -0.052, 0.128, 0.090, 0.105, 0.086, 0.091, 0.079, -0.201, -0.279, -0.042, -0.104, 0.115, 0.115, 0.094, 0.123, 0.080, 0.014, -0.289, -0.304, -0.039, -0.051, 0.125, 0.120, 0.099, 0.125, 0.034, 0.033, -0.310, -0.266, -0.058, -0.038, 0.115, 0.124, 0.123, 0.121, 0.094, 0.099]
}